This record from the OMol25 dataset describes a 16-piece molecular cluster, C64H176N16O16 overall at a distorted geometry. The level of theory is ωB97M-V with the def2-TZVPD basis set.

Structure (XYZ):
```
272
Properties=species:S:1:pos:R:3:lowdin_spin:R:1
C -2.501 -2.964 5.031 0.00
C -2.592 -3.040 6.520 0.00
C -3.604 -4.008 7.068 0.00
O -4.902 -3.642 6.590 0.00
C -5.954 -4.118 7.298 0.00
N -1.293 -3.489 6.888 0.00
H -3.411 -2.552 4.596 0.00
H -2.302 -3.913 4.531 0.00
H -1.705 -2.302 4.690 0.00
H -2.820 -2.016 6.815 0.00
H -3.590 -4.073 8.156 0.00
H -3.416 -5.024 6.721 0.00
H -5.855 -5.203 7.269 0.00
H -6.965 -3.760 7.105 0.00
H -5.729 -3.882 8.338 0.00
H -1.146 -4.455 6.632 0.00
H -1.076 -3.417 7.871 0.00
C 2.500 3.842 -3.826 0.00
C 2.794 3.482 -5.336 0.00
C 4.229 2.834 -5.464 0.00
O 5.091 3.907 -5.586 0.00
C 6.457 3.735 -5.111 0.00
N 1.693 2.671 -5.670 0.00
H 1.575 4.387 -3.636 0.00
H 3.255 4.473 -3.357 0.00
H 2.421 2.895 -3.293 0.00
H 2.665 4.404 -5.902 0.00
H 4.385 2.190 -6.329 0.00
H 4.483 2.160 -4.645 0.00
H 6.501 3.933 -4.041 0.00
H 7.085 4.509 -5.551 0.00
H 6.827 2.721 -5.265 0.00
H 1.662 2.397 -6.642 0.00
H 1.784 1.760 -5.243 0.00
C 1.554 -8.651 2.118 0.00
C 0.735 -8.232 0.903 0.02
C -0.116 -6.928 1.221 0.02
O -1.169 -7.143 2.168 0.01
C -1.908 -5.922 2.515 0.00
N 1.732 -8.036 -0.126 0.01
H 1.845 -9.699 2.044 0.00
H 0.937 -8.583 3.014 0.00
H 2.422 -7.999 2.212 0.00
H 0.047 -9.061 0.732 0.01
H -0.593 -6.415 0.385 0.02
H 0.563 -6.098 1.414 0.00
H -2.243 -5.430 1.602 0.00
H -1.211 -5.248 3.014 0.00
H -2.697 -6.170 3.225 0.00
H 2.109 -8.930 -0.404 0.01
H 1.288 -7.719 -0.976 0.04
C 1.043 -2.577 -4.555 0.11
C 1.977 -1.332 -4.306 0.01
C 3.335 -1.298 -5.030 0.01
O 3.145 -1.472 -6.435 0.01
C 4.337 -1.544 -7.143 0.02
N 1.240 -0.041 -4.550 0.00
H 0.984 -2.698 -5.636 0.01
H 0.023 -2.411 -4.208 0.03
H 1.575 -3.375 -4.038 0.03
H 2.249 -1.348 -3.250 0.00
H 3.965 -2.120 -4.690 0.00
H 3.906 -0.381 -4.891 0.00
H 4.211 -1.830 -8.188 0.00
H 5.014 -2.314 -6.774 0.00
H 4.921 -0.632 -7.020 0.00
H 0.583 -0.012 -3.784 0.00
H 0.720 -0.227 -5.395 0.00
C -4.488 -0.546 -4.800 0.04
C -3.543 0.579 -5.238 0.01
C -4.247 1.726 -6.029 0.00
O -4.830 1.202 -7.196 0.01
C -5.799 1.993 -7.818 0.00
N -2.736 1.107 -4.118 0.00
H -5.040 -0.161 -3.943 0.00
H -3.926 -1.371 -4.364 0.03
H -5.123 -0.976 -5.575 0.00
H -2.755 0.115 -5.832 0.01
H -3.495 2.441 -6.361 0.00
H -4.943 2.166 -5.315 0.00
H -6.596 2.313 -7.148 0.00
H -6.119 1.459 -8.713 0.00
H -5.457 2.963 -8.181 0.00
H -1.996 1.724 -4.419 0.00
H -2.330 0.498 -3.422 0.00
C -0.103 1.677 -1.670 0.00
C 0.147 0.209 -1.317 0.00
C 0.080 -0.107 0.270 0.00
O -0.204 -1.490 0.489 0.02
C -0.127 -1.931 1.820 0.00
N -0.939 -0.480 -1.989 0.01
H -1.042 2.080 -1.290 0.00
H 0.019 1.786 -2.747 0.00
H 0.618 2.340 -1.191 0.00
H 1.069 -0.135 -1.785 0.00
H -0.781 0.396 0.710 0.00
H 0.936 0.281 0.822 0.00
H -0.525 -1.178 2.501 0.00
H 0.904 -1.987 2.171 0.00
H -0.663 -2.873 1.932 0.00
H -0.884 -1.472 -1.808 0.03
H -1.700 -0.211 -1.381 0.00
C 2.133 -4.213 3.993 0.00
C 2.510 -4.821 5.352 0.00
C 3.474 -3.865 6.132 0.00
O 3.734 -4.526 7.383 0.00
C 4.862 -3.982 7.994 0.00
N 1.245 -4.872 6.111 0.00
H 1.472 -4.852 3.409 0.00
H 3.049 -4.052 3.425 0.00
H 1.614 -3.256 4.036 0.00
H 2.864 -5.849 5.275 0.00
H 2.954 -2.920 6.287 0.00
H 4.367 -3.692 5.533 0.00
H 4.639 -3.003 8.417 0.00
H 5.796 -3.941 7.434 0.00
H 5.089 -4.652 8.823 0.00
H 1.499 -4.959 7.084 0.00
H 0.822 -3.957 6.048 0.00
C 2.335 -0.144 7.597 0.00
C 0.863 0.162 7.056 0.00
C 0.657 -0.446 5.715 0.00
O 1.482 0.089 4.636 0.00
C 1.462 1.519 4.450 0.00
N 0.035 -0.446 8.004 0.00
H 3.098 0.343 6.990 0.00
H 2.437 -1.226 7.684 0.00
H 2.429 0.122 8.650 0.00
H 0.723 1.243 7.059 0.00
H -0.351 -0.488 5.302 0.00
H 0.986 -1.484 5.759 0.00
H 2.248 1.897 5.104 0.00
H 0.551 2.015 4.787 0.00
H 1.739 1.684 3.409 0.00
H -0.940 -0.308 7.782 0.00
H 0.095 -1.436 7.816 0.00
C -0.153 6.124 -4.975 0.00
C -0.875 5.242 -5.923 0.00
C -0.268 5.226 -7.346 0.00
O -0.496 6.511 -7.931 0.00
C 0.013 6.592 -9.230 0.00
N -1.043 3.890 -5.400 0.00
H -0.570 6.065 -3.969 0.00
H -0.204 7.139 -5.369 0.00
H 0.879 5.774 -4.966 0.00
H -1.914 5.563 -5.990 0.00
H -0.698 4.450 -7.979 0.00
H 0.794 4.999 -7.246 0.00
H 0.074 7.633 -9.548 0.00
H -0.570 5.902 -9.839 0.00
H 1.038 6.236 -9.126 0.00
H -0.174 3.455 -5.128 0.00
H -1.406 3.326 -6.155 0.00
C 6.634 -2.979 -2.847 0.01
C 5.835 -3.895 -1.879 0.01
C 4.437 -3.143 -1.580 0.01
O 3.958 -3.723 -0.366 0.01
C 2.532 -3.512 -0.234 0.02
N 5.757 -5.225 -2.527 0.01
H 7.438 -3.551 -3.310 0.00
H 7.099 -2.231 -2.205 0.00
H 6.151 -2.428 -3.654 0.00
H 6.410 -3.789 -0.959 0.00
H 3.810 -3.326 -2.453 0.00
H 4.567 -2.061 -1.557 0.00
H 2.338 -3.797 0.800 0.00
H 1.882 -4.185 -0.793 0.03
H 2.137 -2.497 -0.203 0.00
H 4.951 -5.264 -3.135 0.02
H 5.452 -5.865 -1.807 0.01
C -1.054 4.795 -0.616 0.00
C -1.890 5.871 -1.398 0.00
C -2.881 5.196 -2.361 0.00
O -3.345 6.168 -3.292 0.00
C -4.481 5.689 -4.085 0.00
N -2.622 6.609 -0.341 0.00
H -0.589 5.260 0.253 0.00
H -0.265 4.355 -1.226 0.00
H -1.779 4.068 -0.248 0.00
H -1.116 6.442 -1.909 0.00
H -3.713 4.679 -1.882 0.00
H -2.367 4.435 -2.949 0.00
H -5.251 5.259 -3.444 0.00
H -4.250 4.876 -4.773 0.00
H -5.008 6.557 -4.481 0.00
H -3.443 6.078 -0.085 0.00
H -2.044 6.397 0.459 0.00
C -5.614 5.444 2.959 0.00
C -4.324 5.065 2.230 0.00
C -3.689 3.733 2.736 0.00
O -2.416 3.747 2.205 0.00
C -1.574 2.663 2.557 0.00
N -4.777 5.024 0.834 0.00
H -5.895 6.435 2.602 0.00
H -5.451 5.450 4.036 0.00
H -6.458 4.794 2.728 0.00
H -3.569 5.841 2.349 0.00
H -4.249 2.837 2.467 0.00
H -3.672 3.703 3.825 0.00
H -1.369 2.518 3.618 0.00
H -0.626 2.829 2.044 0.00
H -2.057 1.777 2.146 0.00
H -5.552 4.381 0.748 0.00
H -5.186 5.935 0.681 0.00
C 2.589 5.110 0.014 0.00
C 3.450 4.088 0.897 0.00
C 4.312 3.091 0.083 0.00
O 3.324 2.185 -0.387 0.00
C 3.880 1.156 -1.147 0.00
N 4.261 4.799 1.822 0.00
H 3.162 5.767 -0.640 0.00
H 1.946 5.769 0.597 0.00
H 1.950 4.513 -0.637 0.00
H 2.820 3.428 1.494 0.00
H 4.997 2.555 0.740 0.00
H 4.844 3.531 -0.760 0.00
H 4.690 1.617 -1.712 0.00
H 3.035 0.794 -1.733 0.00
H 4.221 0.419 -0.420 0.00
H 4.713 4.197 2.495 0.00
H 3.713 5.472 2.338 0.00
C -5.109 -1.581 2.127 0.00
C -3.825 -1.884 1.285 0.00
C -3.988 -2.911 0.197 0.02
O -4.442 -4.214 0.700 0.01
C -4.392 -5.155 -0.321 0.07
N -3.168 -0.671 0.827 0.00
H -5.926 -1.316 1.455 0.00
H -4.880 -0.761 2.808 0.00
H -5.437 -2.472 2.663 0.00
H -3.166 -2.258 2.069 0.00
H -3.053 -2.993 -0.358 0.02
H -4.796 -2.444 -0.365 0.01
H -3.381 -5.462 -0.587 0.03
H -4.852 -4.797 -1.242 0.02
H -4.808 -6.145 -0.131 0.01
H -3.573 -0.320 -0.029 0.00
H -2.175 -0.731 0.658 0.00
C -5.626 2.432 -2.120 0.00
C -4.912 1.908 -0.831 0.00
C -5.878 1.441 0.365 0.00
O -6.602 2.515 0.952 0.00
C -7.664 2.132 1.823 0.00
N -4.110 0.811 -1.314 0.00
H -6.326 1.737 -2.585 0.00
H -4.899 2.721 -2.879 0.00
H -6.107 3.391 -1.924 0.00
H -4.300 2.742 -0.489 0.00
H -5.323 0.961 1.171 0.00
H -6.624 0.815 -0.125 0.00
H -7.927 3.001 2.426 0.00
H -7.371 1.410 2.586 0.00
H -8.542 1.818 1.259 0.00
H -4.784 0.195 -1.747 0.00
H -3.440 1.075 -2.021 0.00
C 4.262 -0.746 2.155 0.00
C 5.109 -1.352 3.258 0.00
C 6.616 -1.589 2.876 0.00
O 7.375 -2.128 3.896 0.00
C 7.310 -3.527 4.127 0.00
N 5.001 -0.408 4.350 0.00
H 4.110 -1.503 1.385 0.00
H 4.811 0.089 1.722 0.00
H 3.312 -0.424 2.582 0.00
H 4.742 -2.313 3.617 0.00
H 7.015 -0.592 2.690 0.00
H 6.724 -2.114 1.927 0.00
H 7.765 -3.744 5.093 0.00
H 7.754 -4.215 3.407 0.00
H 6.269 -3.829 4.241 0.00
H 5.606 -0.742 5.086 0.00
H 4.057 -0.297 4.694 0.00
```

For the highest occupied orbital energy (alpha / beta), the calculation gives 0.46 / -6.77 eV. As for the spin multiplicity: 2. The LUMO energy (alpha / beta) comes out at 1.773 / 1.695 eV. The HOMO-LUMO gap (alpha / beta) comes out at 1.314 / 8.470 eV. Its energy is -4623.4424 Eh. Its charge is -1.

This record from the OMol25 dataset describes C30H24BF3N11O5SY as an isolated structure. The level of theory is ωB97M-V with the def2-TZVPD basis set.

Structure (XYZ):
```
76
Properties=species:S:1:pos:R:3:lowdin_spin:R:1
Y -0.048 -0.356 0.071 0.01
C -3.594 0.686 -2.670 0.00
C -2.992 0.350 -1.452 0.00
N -1.717 0.028 -1.638 0.00
N -1.470 0.144 -2.965 0.00
C -2.587 0.543 -3.601 0.00
B -0.060 -0.071 -3.587 0.00
N 0.933 0.992 -3.008 0.00
C 1.924 1.725 -3.549 0.00
C 2.547 2.433 -2.542 0.00
C 1.861 2.051 -1.384 0.00
N 0.908 1.176 -1.671 0.00
N 0.499 -1.458 -3.215 0.00
C 1.050 -2.414 -3.983 0.00
C 1.477 -3.434 -3.163 0.00
C 1.137 -3.010 -1.873 0.00
N 0.562 -1.815 -1.905 0.00
N -0.223 0.101 -5.102 0.00
C -0.070 1.194 -5.888 0.00
C -0.525 0.885 -7.145 0.00
C -0.960 -0.450 -7.029 0.00
N -0.790 -0.915 -5.803 0.00
H -4.615 0.977 -2.847 0.00
H -3.401 0.313 -0.455 0.00
H -2.597 0.675 -4.671 0.00
H 2.155 1.673 -4.599 0.00
H 3.375 3.115 -2.635 0.00
H 2.025 2.338 -0.357 0.00
H 1.073 -2.315 -5.054 0.00
H 1.950 -4.358 -3.451 0.00
H 1.274 -3.511 -0.927 0.00
H 0.286 2.131 -5.498 0.00
H -0.546 1.528 -8.009 0.00
H -1.395 -1.090 -7.784 0.00
C 3.976 -1.171 -1.747 0.00
O 4.142 -2.356 -0.961 0.00
C 3.766 -2.399 0.341 0.02
C 4.300 -3.396 1.101 0.03
C 3.964 -3.591 2.472 0.04
C 3.100 -2.747 3.085 0.00
C 2.503 -1.686 2.345 0.07
C 1.653 -0.797 3.004 0.04
N 0.977 0.137 2.329 0.16
N 0.514 1.141 3.014 0.24
C -0.223 1.954 2.163 0.07
O -0.292 1.833 0.929 0.09
C -0.951 3.065 2.832 0.00
C -1.634 3.983 2.037 0.01
C -2.346 5.017 2.624 0.00
C -2.387 5.132 4.009 0.01
C -1.717 4.210 4.803 0.00
C -0.999 3.177 4.220 0.01
C 2.801 -1.501 0.928 0.09
O 2.257 -0.578 0.263 0.10
H 4.528 -1.370 -2.662 0.00
H 2.933 -0.973 -1.975 0.00
H 4.402 -0.304 -1.240 0.00
H 5.001 -4.063 0.612 0.00
H 4.405 -4.418 3.012 0.00
H 2.830 -2.875 4.127 0.00
H 1.526 -0.851 4.083 0.00
H -1.602 3.863 0.961 0.00
H -2.877 5.729 2.005 0.00
H -2.949 5.935 4.470 0.00
H -1.761 4.291 5.882 0.00
H -0.483 2.442 4.822 0.00
F -4.380 -1.770 2.017 0.00
C -3.883 -0.706 2.672 0.00
F -4.259 -0.805 3.950 0.00
F -4.493 0.391 2.163 0.00
C -2.346 -0.618 2.502 0.00
O -1.651 -0.836 3.477 0.00
O -2.023 -0.318 1.302 0.00
S -1.126 -5.060 1.151 0.00
C -0.581 -3.531 1.014 0.00
N -0.155 -2.443 0.902 0.00
```

For the highest occupied orbital energy (alpha / beta), the calculation gives -5.22 / -5.34 eV. As for the spin multiplicity: 2. The LUMO energy (alpha / beta) comes out at 1.969 / 0.347 eV. The HOMO-LUMO gap (alpha / beta) comes out at 7.188 / 5.683 eV. Its energy is -2897.5329 Eh. Its charge is -1.

This record from the OMol25 dataset describes a 6-piece molecular cluster, C9H28IO9 overall. The level of theory is ωB97M-V with the def2-TZVPD basis set.

Structure (XYZ):
```
47
Properties=species:S:1:pos:R:3:lowdin_charge:R:1
I 22.054 -0.249 15.101 0.40
C 21.093 3.492 12.865 -0.18
O 20.603 2.165 12.879 -0.18
H 21.888 3.637 13.599 0.08
H 21.480 3.748 11.872 0.07
H 20.281 4.185 13.103 0.07
H 21.195 1.646 13.441 -0.10
C 17.787 -0.880 16.648 -0.25
C 18.682 -0.313 17.731 -0.26
O 19.429 0.801 17.267 -0.12
O 16.776 0.051 16.254 -0.07
H 17.294 -1.784 17.014 0.11
H 18.416 -1.138 15.790 0.11
H 19.355 -1.103 18.090 0.10
H 18.075 0.051 18.561 0.12
H 19.947 0.489 16.509 -0.07
H 17.086 0.501 15.465 0.08
C 23.398 -3.771 17.450 -0.27
C 23.003 -2.773 18.511 -0.27
O 21.767 -2.147 18.248 -0.11
O 23.801 -3.148 16.243 -0.11
H 22.561 -4.459 17.269 0.12
H 24.241 -4.372 17.805 0.11
H 23.818 -2.048 18.624 0.12
H 22.907 -3.286 19.476 0.12
H 21.880 -1.484 17.548 -0.04
H 23.053 -2.612 15.941 -0.06
C 20.415 -3.353 12.777 -0.28
C 20.185 -4.573 11.926 -0.27
O 20.705 -4.462 10.608 -0.07
O 21.808 -3.089 12.824 -0.11
H 20.052 -3.551 13.792 0.12
H 19.888 -2.499 12.332 0.12
H 19.099 -4.747 11.889 0.11
H 20.636 -5.454 12.381 0.12
H 20.689 -3.533 10.358 0.08
H 21.909 -2.217 13.229 -0.06
C 22.997 2.861 19.707 -0.26
C 22.668 1.765 18.748 -0.27
O 23.206 2.126 17.490 -0.11
O 24.397 3.032 19.893 -0.07
H 22.575 2.644 20.688 0.12
H 22.553 3.795 19.340 0.12
H 21.573 1.645 18.705 0.11
H 23.058 0.799 19.100 0.12
H 23.056 1.373 16.899 -0.08
H 24.757 3.302 19.042 0.08
```

For the highest occupied orbital energy, the calculation gives -5.90 eV. As for the spin multiplicity: 1. The LUMO energy comes out at 2.868 eV. The HOMO-LUMO gap comes out at 8.763 eV. Its energy is -1334.6231 Eh. Its charge is -1.

This record from the OMol25 dataset describes a 9-piece molecular cluster, C5H30N2O8S overall at a distorted geometry. The level of theory is ωB97M-V with the def2-TZVPD basis set.

Structure (XYZ):
```
46
Properties=species:S:1:pos:R:3:lowdin_charge:R:1
C 0.754 0.991 -1.316 -0.11
C -0.227 0.230 -0.600 -0.51
C -1.647 0.491 -1.135 -0.28
C -2.591 -0.619 -0.634 -0.49
S -4.132 -0.059 -1.515 0.72
N -0.133 0.674 0.746 -0.03
C 1.164 0.372 1.467 -0.21
N 1.037 -1.064 1.983 -0.02
H 0.425 2.079 -1.368 0.10
H 1.035 0.770 -2.428 0.12
H 1.681 1.235 -0.772 0.06
H 0.030 -0.773 -0.813 0.11
H -1.996 1.523 -0.748 0.11
H -1.607 0.393 -2.320 0.15
H -2.710 -0.541 0.524 0.11
H -2.133 -1.515 -0.752 0.00
H -3.792 -0.121 -2.764 -0.18
H -0.985 0.618 1.259 0.10
H 2.074 0.418 0.751 0.12
H 1.469 1.075 2.237 0.10
H 2.009 -1.536 1.865 0.10
H 0.447 -1.043 2.864 0.09
O -2.803 4.030 -0.914 0.03
H -2.382 3.511 -1.522 -0.02
H -3.534 3.587 -0.590 0.01
O -3.156 0.152 3.696 -0.01
H -3.634 -0.612 3.492 0.01
H -2.262 -0.139 3.748 0.01
O -1.250 -3.423 -0.171 -0.10
H -0.629 -3.401 -0.926 0.04
H -0.839 -4.129 0.433 0.08
O 3.019 3.961 1.009 -0.08
H 2.935 3.058 1.324 0.00
H 2.068 4.174 0.843 0.02
O 4.441 -1.927 -1.623 -0.03
H 4.075 -1.905 -0.766 0.01
H 4.134 -1.141 -2.098 0.06
O 1.366 -3.788 1.046 -0.08
H 1.632 -3.867 0.119 0.01
H 0.740 -3.064 1.124 -0.02
O -0.040 3.509 0.741 0.01
H -0.697 3.942 0.288 -0.02
H -0.285 2.682 0.441 -0.06
O 1.947 -3.189 -2.229 -0.14
H 2.056 -2.208 -1.843 0.08
H 2.928 -3.411 -2.151 0.05
```

For the highest occupied orbital energy, the calculation gives -9.22 eV. As for the spin multiplicity: 1. The LUMO energy comes out at -0.315 eV. The HOMO-LUMO gap comes out at 8.909 eV. Its energy is -1317.9790 Eh. The SMILES is C[C@H](CCS)NCN.O.O.O.O.O.O.O.O.

This record from the OMol25 dataset describes an isolated ion of composition C3H9NO2PS2 and charge +1 at a distorted geometry. The level of theory is ωB97M-V with the def2-TZVPD basis set.

Structure (XYZ):
```
18
Properties=species:S:1:pos:R:3:lowdin_spin:R:1
C 1.021 -0.991 0.122 0.49
C 0.914 1.585 0.054 0.05
C 0.277 0.291 0.496 0.18
N 2.305 -1.140 0.297 0.21
O 0.276 -1.815 -0.402 0.88
O -1.515 -0.001 -1.679 0.02
P -1.486 -0.026 -0.030 0.04
S -2.484 1.803 0.511 0.00
S -2.567 -1.578 0.840 0.05
H 1.205 1.489 -0.936 0.00
H 0.218 2.457 0.160 0.01
H 1.959 1.716 0.551 0.00
H 0.230 0.305 1.622 0.03
H 2.828 -0.376 0.737 0.01
H 2.704 -2.142 0.132 0.01
H -1.577 -0.896 -2.036 0.00
H -2.667 1.935 -0.888 0.00
H -1.643 -2.617 0.449 0.01
```

For the highest occupied orbital energy (alpha / beta), the calculation gives -8.70 / -14.44 eV. As for the spin multiplicity: 3. The LUMO energy (alpha / beta) comes out at -3.614 / -7.545 eV. The HOMO-LUMO gap (alpha / beta) comes out at 5.088 / 6.896 eV. Its energy is -1462.2702 Eh. Its charge is +1.